1.
The following is a quantum chemistry calculation of a structure of composition C45H34FN2O9PS, from the OMol25 dataset.

The geometry in XYZ format:
```
93
Properties=species:S:1:pos:R:3:mulliken_charge:R:1
O -3.567 -4.983 4.371 -0.6615
H 1.913 8.429 -4.872 0.4648
C -5.616 -0.287 0.511 -0.7485
H -5.710 -1.126 -1.499 0.3010
H 4.838 -5.670 -6.824 0.3986
C 4.124 9.578 -1.915 -0.5531
C 2.134 4.320 0.713 -0.7046
C -1.523 -1.352 4.020 -0.0953
C 4.399 -4.993 -6.102 -0.4772
H -7.326 -0.406 -0.929 0.3310
H 4.228 -6.491 -4.569 0.4015
H -5.460 0.797 0.360 0.3723
H -1.125 -2.347 -0.866 0.0337
C 3.439 8.368 -1.839 0.1742
H 4.743 9.905 -1.089 0.4689
C 3.615 -2.795 -5.516 0.1633
H -1.599 -0.736 3.131 0.4122
H -1.591 -3.689 1.079 0.2300
C 3.220 9.951 -4.116 -0.4687
C 2.631 7.959 -2.901 0.1882
C 2.325 -0.956 -3.669 0.3415
H 2.207 3.709 1.604 0.4228
H -4.219 -6.884 5.850 0.4717
H 4.540 11.312 -3.104 0.4010
C 2.502 0.855 -5.256 -0.6655
C -3.479 -7.362 7.805 -0.4765
C 1.951 5.882 -1.581 0.2010
O -1.344 0.294 0.367 -0.5138
C -0.635 -1.724 6.228 -0.5825
C 2.531 8.749 -4.043 -0.5589
H 3.556 5.766 1.409 0.4762
P -2.497 -2.637 -0.564 0.2858
C 3.476 -4.594 -3.913 -0.5440
H 1.659 2.727 -4.636 0.5035
C 3.580 7.523 -0.627 0.5760
H -6.740 -2.854 -0.926 0.3085
C 1.863 6.693 -2.820 0.5859
C 2.591 -2.361 -3.276 0.5267
C 1.187 4.725 -1.465 -0.6378
O 4.318 7.858 0.279 -0.6635
C -1.873 -5.828 8.738 -0.5553
O 3.779 -0.952 -6.963 -0.6644
C 1.661 -0.111 -2.785 -0.9307
O 1.169 6.327 -3.750 -0.6818
C -2.629 -6.987 8.841 -0.4649
C -3.560 -6.587 6.657 -0.5179
C -2.799 -5.427 6.545 0.2125
C 4.187 -3.665 -6.440 -0.5313
H 1.330 -0.482 -1.823 0.5524
S -2.440 0.202 -0.613 1.1221
C 4.010 10.369 -3.049 -0.4696
C 1.844 1.694 -4.367 -0.5811
C 2.736 -0.475 -4.913 0.2768
C -2.881 -4.616 5.305 0.4321
H -3.033 -3.370 -1.661 0.1045
H 4.462 -3.308 -7.424 0.4666
C 3.408 -1.372 -5.884 0.5959
C -0.742 -0.932 5.094 -0.7792
H -2.560 -7.597 9.734 0.3998
C -1.184 -3.780 7.511 0.6402
C 4.053 -5.455 -4.835 -0.4685
H 0.896 1.862 -2.446 0.2303
C -6.412 -0.966 -0.653 -0.4837
H 0.673 3.051 -0.224 0.5927
H 0.520 4.429 -2.265 0.5612
C 2.795 6.267 -0.539 0.1913
C -1.964 -5.039 7.594 0.1231
H -2.819 -2.875 3.249 0.6547
N -2.537 -3.546 0.733 -0.6094
C -4.276 -1.063 0.801 -0.7194
C 1.274 3.948 -0.317 -0.3945
C 3.245 -3.263 -4.255 0.1844
F -1.718 -0.005 -2.082 -0.2222
O 2.271 -2.768 -2.174 -0.6878
C 1.417 1.208 -3.134 -0.0685
H 3.203 -4.957 -2.931 0.4714
C -2.116 -3.348 5.230 -0.1772
H -0.215 0.012 5.044 0.4158
H -1.217 -5.536 9.548 0.4654
O -6.742 -2.286 -0.153 -0.5147
H -0.024 -1.395 7.059 0.4730
H -3.705 -0.493 1.571 0.1560
H -6.256 -0.416 1.417 0.3893
C 2.892 5.477 0.604 -0.5458
N -3.442 -1.144 -0.430 0.1470
O -0.453 -3.443 8.423 -0.6706
H 3.137 10.566 -5.003 0.4006
O -3.156 1.485 -0.667 -0.6609
C -1.317 -2.936 6.298 0.2093
H -4.570 -2.044 1.212 0.6804
H -4.078 -8.260 7.893 0.3962
C -2.209 -2.556 4.087 -0.3059
H 2.828 1.234 -6.215 0.4717
```

For the HOMO energy, the calculation gives -9.6 eV. The value obtained for the HOMO-LUMO gap is 8.54 eV. The value obtained for the total energy is -3361.287501 hartree.

2.
The following is a quantum chemistry calculation of a structure of composition C45H35AuClN3O6S2, from the OMol25 dataset.

The geometry in XYZ format:
```
93
Properties=species:S:1:pos:R:3:mulliken_charge:R:1
H -2.816 -5.803 -0.927 0.4592
H -4.501 -5.027 -2.382 0.3712
C 3.181 -3.056 4.870 -0.5363
C 0.136 -4.362 2.392 0.7927
C 1.073 0.065 5.485 -0.2780
C -0.958 0.287 8.650 -1.4555
H 5.736 -3.036 7.090 0.4519
C 0.487 -1.624 2.602 1.3416
H 5.985 2.385 -1.909 0.3687
Cl -2.131 1.680 -0.624 1.8240
H 0.929 -7.663 2.302 0.4407
C 3.493 -0.848 1.864 1.3046
C 1.120 -3.074 -0.872 0.7778
C 5.471 -0.640 3.193 -1.3065
H -0.201 -6.099 -1.543 0.5983
H 1.471 -0.102 7.571 0.4721
H -2.025 0.390 8.827 0.3704
O -0.474 0.660 1.949 -0.3594
C -0.028 -5.765 2.368 -0.9289
C 3.701 -2.186 3.881 1.1176
C 1.087 -4.422 -1.136 -0.5239
C 2.961 -1.812 2.707 -0.9947
C 5.522 1.417 -1.773 -0.8768
C -0.144 -5.042 -1.315 -0.6761
H 5.104 0.533 1.460 0.6429
Au -0.078 -0.286 -0.442 0.9349
C 2.354 -6.046 2.182 -1.0406
H -5.321 -1.773 -5.677 0.4078
H 3.544 -4.282 2.117 0.6159
H 4.006 2.172 -0.440 0.5500
C -0.982 -3.495 2.458 -1.3283
C -4.630 -3.067 -4.085 -0.7197
C 1.613 -2.405 2.516 0.3310
H 3.203 -6.709 2.092 0.5172
C -0.617 0.279 7.198 1.0117
H 8.022 -0.309 -2.989 0.3604
H 7.691 1.412 -3.250 0.3663
C -1.582 0.529 6.213 -1.0665
H 3.479 -3.998 6.748 0.4952
C 3.902 -3.343 5.999 -1.0700
H -0.599 -0.629 9.123 0.3763
S 2.548 -0.060 0.490 1.6670
H -1.971 0.780 4.109 0.4996
C -0.819 -2.146 2.529 -0.8743
H -1.976 -3.927 2.474 0.4654
H -1.665 -1.473 2.572 0.5535
H -0.445 1.114 9.147 0.3559
C 1.448 -3.816 2.362 0.4986
H 6.445 -0.202 3.371 0.4573
C -1.187 -2.936 -0.937 -0.3763
O -2.585 2.076 0.640 -0.5286
H 2.047 -2.539 -0.743 -0.6775
C 3.855 0.059 -0.734 0.2233
C 4.416 1.309 -0.947 -0.3708
C 7.263 0.413 -3.292 -1.4863
C -3.571 -4.473 -2.341 -0.7246
C 0.075 0.275 4.529 0.1634
O -0.643 1.783 -0.712 -0.7355
C -3.500 -3.372 -3.325 0.9638
C 4.338 -1.064 -1.394 -0.4212
N -2.359 -2.713 -3.535 -0.2814
C 2.547 -4.692 2.203 -0.5221
H 5.804 -1.811 -2.747 0.4558
H -5.565 -3.588 -3.938 0.3759
C -1.241 0.559 4.877 -0.4625
C -2.320 -1.783 -4.475 -0.1545
H 2.008 -4.982 -1.204 0.5202
H -1.029 -6.172 2.425 0.5150
C 5.426 -0.935 -2.234 -0.9244
C -2.626 -4.895 -1.488 -1.1695
N -3.346 -1.446 -5.237 -0.5460
H -1.378 -1.273 -4.641 0.4468
C -4.493 -2.069 -5.043 -0.2013
H 6.667 -1.469 5.427 0.4786
H 2.100 -0.097 5.178 0.5904
O 2.354 1.308 0.999 -0.6748
C 6.052 0.301 -2.420 0.9133
C 0.716 0.054 6.812 -1.0089
H -2.057 -2.308 -0.807 0.7730
C 4.973 -1.595 4.107 0.6415
C 1.059 -6.590 2.294 -0.7584
C -1.306 -4.286 -1.246 0.7052
N -0.002 -2.349 -0.757 0.0157
C 5.178 -2.789 6.197 -0.7453
H 7.009 0.190 -4.330 0.3402
O -2.344 0.219 -0.802 -0.6697
H 3.903 -2.042 -1.234 0.3267
H -2.609 0.715 6.497 0.3865
H 2.204 -3.498 4.743 0.6584
C 5.700 -1.930 5.272 -0.9906
C 4.738 -0.245 2.114 -1.2746
O -2.705 2.381 -1.689 -0.5720
S 0.601 0.177 2.835 1.0212
```

For the energy above the lowest of the compared OMol25 structures with the same formula, charge and spin, the calculation gives 1.406 eV. For the HOMO energy (alpha / beta), the calculation gives -13.4 / -13.4 eV. Its multiplicity is 3. The net charge is +2. The value obtained for the HOMO-LUMO gap (alpha / beta) is 7.76 / 3.91 eV. The value obtained for the total energy is -3742.824346 hartree.